No. 1
The following is a DFT calculation (wB97M-V/def2-TZVPD) of C35H46BInN7O4 as an isolated structure.

XYZ file:
```
94
Properties=species:S:1:pos:R:3
C 6.48147 1.05914 2.55746
C 5.56031 0.60261 1.63422
In 5.04287 1.55788 -0.33678
C 2.97740 2.46369 -0.11717
C 1.80008 1.47411 -0.54158
C 0.46330 2.21678 -0.25966
O 0.06197 2.99735 -1.10289
N -0.33781 2.02360 0.96762
C -0.97786 0.71560 0.79805
C -2.36357 0.66430 0.35356
C -2.96778 -0.66402 0.19200
C -2.23336 -1.91627 0.42116
C -0.83335 -1.85836 0.87384
C -0.25859 -0.53385 1.06534
O 5.07111 0.23931 -1.98364
B 4.63364 -1.02444 -1.68728
O 4.92268 -1.72338 -0.48213
O 3.85172 -1.77340 -2.66120
H 7.27275 0.33059 2.89628
H 6.48692 2.06035 3.04876
H 5.04014 -0.36941 1.87734
H 6.13739 2.94333 -0.73035
H 2.85000 2.68500 0.97673
H 2.92402 3.44535 -0.65943
H 1.91486 1.33184 -1.65253
H 1.90592 0.48623 -0.03417
H -1.11577 2.68644 0.83153
H -2.97232 1.58315 0.16494
H -4.04089 -0.74266 -0.11671
H -2.75568 -2.88593 0.25568
H -0.25345 -2.78967 1.06149
H 0.78972 -0.45383 1.43731
H 4.78925 -2.67241 -0.63264
H 4.53732 -2.25707 -3.16296
N -4.25088 -3.06942 -2.48789
C -3.95277 -4.09446 -3.34447
C -4.98813 -4.99493 -3.30483
C -5.94985 -4.49082 -2.39272
C -5.46705 -3.30397 -1.90839
H -3.66766 -2.26769 -2.30871
H -3.03225 -4.09513 -3.90557
H -5.04806 -5.91232 -3.86919
H -6.88947 -4.94722 -2.12280
H -5.87774 -2.60072 -1.20049
N 5.02274 0.33279 5.86644
C 5.70237 -0.48277 6.72778
C 5.68830 0.10404 7.96812
C 4.96686 1.31909 7.85029
C 4.56718 1.43033 6.54224
H 4.87998 0.15356 4.88435
H 6.13782 -1.40743 6.38478
H 6.14463 -0.29566 8.86043
H 4.76316 2.03125 8.63488
H 4.00029 2.19497 6.03518
N 0.78595 4.00071 4.86613
C 0.49459 3.97667 3.52826
C 0.84877 5.18997 2.99751
C 1.37976 5.97514 4.05434
C 1.33054 5.21391 5.19375
H 0.62581 3.24437 5.50796
H 0.06051 3.10080 3.07180
H 0.74038 5.48146 1.96436
H 1.75617 6.98392 3.98621
H 1.63370 5.42932 6.20593
N 7.85857 -0.61630 -2.57910
C 8.90009 -1.18854 -1.90499
C 9.98339 -1.22632 -2.74848
C 9.57776 -0.64806 -3.97784
C 8.26181 -0.27934 -3.83940
H 6.92955 -0.46406 -2.20284
H 8.78162 -1.52025 -0.88577
H 10.95766 -1.62354 -2.50795
H 10.18071 -0.51584 -4.86317
H 7.57990 0.19191 -4.52888
N -6.21289 0.54860 -1.62098
C -7.20749 0.44860 -0.68473
C -7.76687 1.68976 -0.52707
C -7.08956 2.57288 -1.40630
C -6.13946 1.84037 -2.06918
H -5.62957 -0.20908 -1.93092
H -7.42914 -0.49515 -0.21237
H -8.57458 1.93633 0.14402
H -7.27808 3.62669 -1.53838
H -5.41785 2.12533 -2.81788
N -8.99735 -3.32534 -5.57030
C -10.33762 -3.05798 -5.65637
C -10.84390 -3.02544 -4.38281
C -9.76664 -3.27735 -3.49353
C -8.64058 -3.45556 -4.25549
H -8.37160 -3.41188 -6.35174
H -10.81303 -2.91594 -6.61360
H -11.87318 -2.84002 -4.11822
H -9.81229 -3.32202 -2.41650
H -7.61936 -3.66415 -3.97709
```

Values from the calculation:
Total charge   -1



No. 2
The following is a DFT calculation (wB97M-V/def2-TZVPD) of C33H38CrOPS2 as an isolated structure.

XYZ file:
```
76
Properties=species:S:1:pos:R:3
Cr 1.06116 -1.04676 0.30245
C 1.75635 -0.44492 2.44898
C 1.46120 0.77608 1.82669
C 2.31346 0.91391 0.68779
C 3.17717 -0.19373 0.64963
C 2.79313 -1.07271 1.69782
C 3.59792 -2.22778 2.21190
C 4.36633 -0.37802 -0.24159
C 2.45869 2.19803 -0.06872
C 0.76498 1.94562 2.44192
C 1.18508 -0.96420 3.72887
H 4.37282 -1.86111 2.89039
H 4.09112 -2.78335 1.41495
H 2.98611 -2.92785 2.78141
H 5.09337 0.41673 -0.05544
H 4.10921 -0.36733 -1.30051
H 4.86051 -1.32752 -0.04078
H 1.53329 2.53506 -0.53345
H 3.21917 2.11573 -0.84603
H 2.77046 2.99530 0.61273
H 1.53737 2.55219 2.92822
H 0.05460 1.65815 3.21370
H 0.27216 2.58878 1.72067
H 1.85351 -0.77242 4.57263
H 1.01709 -2.04162 3.68608
H 0.22432 -0.49801 3.95272
C -2.17039 0.96261 2.10544
C -2.03910 2.09010 1.11558
C -2.55564 3.33045 1.48034
C -2.42548 4.44634 0.66940
C -1.76408 4.33433 -0.54169
C -1.26643 3.10134 -0.93595
C -1.39759 1.97070 -0.13015
P -0.78601 0.33220 -0.71372
C -0.53486 0.65087 -2.51414
C 0.80319 0.91177 -2.80969
C 1.24323 1.22316 -4.08466
C 0.32768 1.25137 -5.11820
C -1.00664 0.99491 -4.84555
C -1.47134 0.71628 -3.56169
C -2.95068 0.53953 -3.40075
C -2.28393 -0.65043 -0.32445
C -3.60122 -0.19334 -0.41044
C -4.64465 -0.94370 0.09461
C -4.37551 -2.15865 0.72084
C -3.07247 -2.59331 0.85376
C -2.00452 -1.84285 0.35189
C -0.59237 -2.27698 0.53799
H -2.13871 1.36502 3.11810
H -1.37133 0.22548 2.00826
H -3.11665 0.43176 1.98397
H -3.05376 3.41978 2.43893
H -2.83057 5.39737 0.99030
H -1.64300 5.19407 -1.18748
H -0.77669 3.02060 -1.89748
H 1.53134 0.85197 -2.01606
H 2.29359 1.41478 -4.25909
H 0.63836 1.46892 -6.13172
H -1.72522 1.02231 -5.65555
H -3.44342 0.66992 -4.36326
H -3.35884 1.29044 -2.72520
H -3.21654 -0.44171 -3.01134
H -3.81020 0.78202 -0.82188
H -5.66052 -0.57715 0.02616
H -5.18831 -2.75002 1.12392
H -2.85993 -3.52276 1.36888
H -0.39586 -3.04889 -0.21549
H -0.49033 -2.76540 1.51710
C 1.90045 -4.48255 0.76962
O 1.93735 -3.22588 0.08086
C 2.18044 -3.21970 -1.27486
S 2.85869 -4.48895 -2.04175
S 1.72381 -1.67928 -1.86922
H 1.53379 -4.25857 1.76760
H 2.89663 -4.91745 0.80210
H 1.22362 -5.16107 0.25281
```

Values from the calculation:
2S+1   2
Relative energy (zero: lowest compared OMol25 entry of this formula, charge and spin)   0.148 eV



No. 3
The following is a DFT calculation (wB97M-V/def2-TZVPD) of F2H2N2O2S as an isolated structure.

XYZ file:
```
9
Properties=species:S:1:pos:R:3
N -0.59171 -1.17055 -0.79154
N 0.17138 1.60784 -0.14588
O -0.45175 -0.58056 1.72905
O 1.58015 -1.13094 0.39904
F -0.63769 1.95774 0.92185
F 1.43642 2.20202 0.08897
S 0.26038 -0.64444 0.50797
H -1.62529 -0.86466 -0.91439
H -0.14188 -1.37645 -1.79507
```

Values from the calculation:
Relative energy (zero: lowest compared OMol25 entry of this formula, charge and spin)   1.558 eV



no.,DFT total energy (eV)
1,-61511.8983
2,-96265.6785
3,-23371.6421